1.
This record from the Open Molecules 2025 dataset describes a structure of composition C6H9F13NiO2SSi2 at a distorted geometry. The level of theory is wB97M-V/def2-TZVPD.

The geometry in XYZ format:
```
34
C6H9F13NiO2SSi2 (wB97M-V/def2-TZVPD)
O -5.104 -0.586 -0.324
Si -4.060 -1.794 -0.287
O -2.496 -1.286 0.189
Si -1.202 -2.001 -0.395
C 0.032 -2.372 1.155
C 0.318 -1.101 1.832
C 1.605 -0.404 1.358
F 1.901 -0.805 0.102
F 2.610 -0.813 2.166
C 1.515 1.157 1.471
F 0.806 1.328 2.625
F 2.716 1.693 1.629
C 0.665 1.940 0.398
F 0.480 3.164 0.877
F -0.541 1.257 0.408
C 0.952 2.098 -1.153
F -0.016 2.938 -1.542
F 0.718 0.895 -1.723
S 2.654 2.767 -1.744
F 3.259 1.463 -1.053
F 2.759 3.523 -0.361
F 2.019 4.030 -2.401
F 2.505 1.972 -3.096
F 4.083 3.222 -2.126
H -5.566 -0.395 0.501
H -3.846 -2.317 -1.670
H -4.425 -2.893 0.623
H -0.430 -1.224 -1.381
H -1.655 -3.356 -0.921
H -0.635 -3.040 1.713
H 0.882 -2.912 0.737
H 0.428 -1.371 2.904
H -0.541 -0.422 1.868
Ni -2.387 -4.359 -2.378
```

The calculation puts the largest force on an atom at 1.33 eV/A. Its spin multiplicity is 3. Its net charge is +2. The HOMO-LUMO gap (spin up / spin down) is 8.281 / 4.893 eV. The calculation puts the total energy at -4167.4743 Ha.

2.
This record from the Open Molecules 2025 dataset describes a cluster of 2 separate species, C6H9F2NS in total at a distorted geometry. The level of theory is wB97M-V/def2-TZVPD.

The geometry in XYZ format:
```
19
C6H9F2NS (wB97M-V/def2-TZVPD)
C 1.828 0.272 -1.038
C 0.710 -0.130 -0.450
C -0.920 -1.849 0.337
C 0.964 -2.106 1.357
C -0.434 -2.686 1.507
C -1.128 1.979 -0.070
N 0.414 -1.246 0.191
F -0.492 -4.049 1.253
F -1.107 -2.288 2.616
S -0.895 2.870 -1.480
H 2.629 -0.393 -1.123
H 1.773 1.242 -1.536
H -1.224 -2.554 -0.473
H -1.729 -1.236 0.599
H 1.337 -1.510 2.213
H 1.729 -2.768 1.006
H -2.076 1.573 0.268
H -0.394 2.334 0.645
H 0.178 3.548 -0.904
```

The calculation puts the largest force on an atom at 2.74 eV/A. The HOMO-LUMO gap (spin up / spin down) is 7.942 / 7.424 eV. The relative energy (zero: lowest compared OMol25 entry of this formula, charge and spin) is 74.71 kcal per mole. The calculation puts the total energy at -886.4823 Ha.

3.
This record from the Open Molecules 2025 dataset describes the molecule C6H9F3O5S at a distorted geometry. The level of theory is wB97M-V/def2-TZVPD.

The geometry in XYZ format:
```
24
C6H9F3O5S (wB97M-V/def2-TZVPD)
C 0.430 -0.505 -0.145
C -1.384 1.628 -0.197
C -2.317 0.507 0.323
C 0.470 0.950 0.407
C -1.913 -0.913 -0.129
C 1.617 -1.257 0.071
O -0.675 -1.337 0.321
O -1.297 1.596 -1.523
O -2.332 0.538 1.737
O 0.644 1.075 1.741
O -1.912 -0.979 -1.456
F -1.792 2.880 0.217
F -3.576 0.830 -0.199
F -2.881 -1.788 0.414
S 1.643 1.945 -0.472
H 0.123 -0.475 -1.227
H 1.704 -2.123 -0.623
H 1.615 -1.579 1.139
H 2.576 -0.598 0.086
H -2.096 1.954 -2.015
H -3.003 1.157 1.933
H 0.284 0.278 2.156
H -1.434 -1.884 -1.732
H 2.040 2.639 0.586
```

The calculation puts the largest force on an atom at 4.58 eV/A. The HOMO-LUMO gap is 9.232 eV. The relative energy (zero: lowest compared OMol25 entry of this formula, charge and spin) is 32.58 kcal per mole. The calculation puts the total energy at -1307.9395 Ha.

Repeat the second record exactly.
This record from the Open Molecules 2025 dataset describes a cluster of 2 separate species, C6H9F2NS in total at a distorted geometry. The level of theory is wB97M-V/def2-TZVPD.

The geometry in XYZ format:
```
19
C6H9F2NS (wB97M-V/def2-TZVPD)
C 1.828 0.272 -1.038
C 0.710 -0.130 -0.450
C -0.920 -1.849 0.337
C 0.964 -2.106 1.357
C -0.434 -2.686 1.507
C -1.128 1.979 -0.070
N 0.414 -1.246 0.191
F -0.492 -4.049 1.253
F -1.107 -2.288 2.616
S -0.895 2.870 -1.480
H 2.629 -0.393 -1.123
H 1.773 1.242 -1.536
H -1.224 -2.554 -0.473
H -1.729 -1.236 0.599
H 1.337 -1.510 2.213
H 1.729 -2.768 1.006
H -2.076 1.573 0.268
H -0.394 2.334 0.645
H 0.178 3.548 -0.904
```

The calculation puts the largest force on an atom at 2.74 eV/A. The HOMO-LUMO gap (spin up / spin down) is 7.942 / 7.424 eV. The relative energy (zero: lowest compared OMol25 entry of this formula, charge and spin) is 74.71 kcal per mole. The calculation puts the total energy at -886.4823 Ha.

Q: Which formula does entry 1 have?
A: C6H9F13NiO2SSi2

Q: What is the largest force on an atom in the first record?
A: 1.33 eV/A